Computed, not measured: the ion C4H9N5O2 with charge +2 in a non-equilibrium geometry, with the ωB97M-V functional and the def2-TZVPD basis.

Bonds (Å) are listed after each position.
Positions of all 20 atoms, in Å:
1 H 2.64 -0.02 1.49  N2 1.007
2 N 2.26 -0.19 0.57  H1 1.007, C3 1.242
3 C 1.03 -0.27 0.42  N2 1.242, N4 1.492, C7 1.458
4 N -0.13 -0.56 1.31  C3 1.492, C5 1.325, H13 1.050
5 C -1.24 -1.15 0.90  N4 1.325, N6 1.462, H14 1.092
6 N -2.37 -1.07 1.83  C5 1.462, H15 0.968, H16 1.089, H17 1.054
7 C 0.49 0.23 -0.84  C3 1.458, N8 1.318, C10 1.439
8 N -0.76 0.61 -0.99  C7 1.318, O9 1.224
9 O -1.80 0.15 -0.53  N8 1.224
10 C 1.34 0.99 -1.72  C7 1.439, N11 1.288, O12 1.294
11 N 0.86 1.69 -2.69  C10 1.288, H18 1.017, H19 1.061
12 O 2.63 0.94 -1.63  C10 1.294, H20 1.054
13 H -0.10 -0.25 2.32  N4 1.050
14 H -1.08 -2.11 0.42  C5 1.092
15 H -2.59 -0.27 2.33  N6 0.968
16 H -2.16 -1.89 2.52  N6 1.089
17 H -3.27 -1.26 1.31  N6 1.054
18 H -0.11 1.96 -2.84  N11 1.017
19 H 1.53 2.22 -3.32  N11 1.061
20 H 2.83 0.26 -0.85  O12 1.054

Summary:
HOMO-LUMO gap (alpha / beta) = 8.728 / 8.726 eV
total charge = +2
relative energy (zero: lowest compared OMol25 entry of this formula, charge and spin) = 0.0 kJ/mol
calculated total energy = -581.3077 a.u.
structure (SMILES) = [H]/N=C(\[NH+]=C\[NH3+])C(/N=O)=C(/N)O